# 1
This record from OMol25 describes a structure of composition C57H46N15STl. The level of theory is wB97M-V/def2-TZVPD.

```
120
Properties=species:S:1:pos:R:3:mulliken_charge:R:1
Tl 0.41868 -0.66254 0.31910 1.178
C -6.53936 -1.29352 -0.70329 -0.730
C -6.62136 -0.12981 0.05998 -1.018
C -5.50575 0.36966 0.72635 -0.370
C -4.31976 -0.32435 0.59268 0.679
C -2.99363 -0.17780 1.20852 -0.915
N -2.59442 0.68363 2.12125 -0.289
C -1.67514 0.10089 2.91662 -0.093
C -1.75149 -1.19548 3.48445 1.352
C -2.86725 -2.03689 3.68031 -0.616
C -2.66961 -3.22458 4.31805 -0.970
C -1.37765 -3.60522 4.78616 -0.953
C -0.29247 -2.79851 4.61139 -0.722
C -0.48390 -1.56770 3.94466 1.212
C 0.40494 -0.49888 3.69547 -0.161
N 1.74736 -0.47787 3.80371 -0.379
C 2.22788 -1.59892 3.27729 -1.311
N 1.59848 -2.17537 2.21848 1.073
C 2.19976 -3.30713 1.90360 -1.383
N 1.95296 -4.08485 0.83127 -0.560
C 0.89361 -3.94701 0.06874 -0.028
N -0.20332 -3.15077 0.27822 -0.257
C -1.11854 -3.43313 -0.67512 0.004
N -2.35275 -2.96616 -0.79869 -0.595
C -2.82934 -1.96324 -0.06189 -0.677
N -2.16727 -1.17860 0.78020 0.356
C -4.23612 -1.49038 -0.16967 0.992
C -5.33881 -1.98847 -0.83139 -0.418
C -0.57238 -4.43245 -1.62200 -0.048
C -1.07335 -4.97395 -2.78928 -0.126
C -0.25645 -5.85267 -3.49324 -0.651
C 1.02608 -6.15862 -3.03821 -0.628
C 1.52098 -5.60915 -1.86007 -0.204
C 0.69826 -4.74896 -1.15897 0.033
C 3.31771 -3.54401 2.84623 1.046
C 4.18519 -4.60633 3.02958 -0.342
C 5.10339 -4.52628 4.06998 -0.663
C 5.14984 -3.41025 4.90880 -0.629
C 4.27916 -2.34310 4.72713 -0.954
C 3.37080 -2.42066 3.68393 0.964
N -0.40440 0.56651 3.22864 0.280
H -7.42750 -1.66449 -1.19904 0.432
H -7.56816 0.38991 0.13592 0.465
H -5.56097 1.26929 1.32699 0.630
H -3.85224 -1.73845 3.34006 0.538
H -3.50641 -3.89250 4.47791 0.447
H -1.25950 -4.55466 5.29314 0.437
H 0.68787 -3.08773 4.97097 0.547
H -5.26164 -2.88689 -1.43066 0.563
H -2.06228 -4.70623 -3.13898 0.573
H -0.61645 -6.30083 -4.41065 0.402
H 1.64844 -6.82993 -3.61663 0.412
H 2.51992 -5.83423 -1.50735 0.538
H 4.12902 -5.47850 2.38989 0.540
H 5.79080 -5.34482 4.24110 0.430
H 5.86613 -3.38534 5.72030 0.433
H 4.30088 -1.48143 5.38273 0.504
C 5.51002 2.75074 -4.76252 -1.596
C 4.44064 2.64054 -3.70508 0.549
C 3.44919 3.60087 -3.55785 -1.182
C 2.46918 3.48000 -2.58024 -0.366
C 2.44016 2.39824 -1.68890 0.057
N 1.55324 2.21211 -0.65646 0.086
C 0.27358 2.44448 -0.59431 0.422
C -0.52418 2.71652 -1.86863 -1.359
C -2.52434 3.27429 -1.39509 -0.604
C -2.67813 3.27730 0.08108 1.078
C -3.92480 3.93812 0.60964 -2.063
C -1.72704 2.82672 0.91749 -1.799
C -0.38301 2.40449 0.64934 -1.235
N 0.47959 2.33364 1.81823 1.657
C 1.56668 3.06777 2.01970 0.040
C 1.96872 3.01161 3.35813 -1.365
C 1.05462 2.20866 3.96467 -0.403
N 0.14293 1.80319 3.04099 -0.715
C 3.50682 1.48985 -1.78643 -0.650
C 4.45403 1.59077 -2.78791 -0.024
N 3.65155 0.48180 -0.78682 0.782
C 3.87942 -0.83965 -0.98241 -0.950
C 4.16133 -1.38650 0.24282 -0.157
C 4.09286 -0.29455 1.13302 -0.817
N 3.78801 0.83184 0.51095 -0.630
H 5.19669 3.40483 -5.57622 0.380
H 5.74690 1.77166 -5.17966 0.372
H 6.43338 3.15948 -4.34487 0.297
H 3.44430 4.46755 -4.21100 0.390
H 1.72814 4.26198 -2.47815 0.373
H 0.14522 2.66035 -2.71661 1.262
H -3.40604 3.68059 -1.89047 0.773
H -4.00546 4.97204 0.25316 0.368
H -3.91871 3.96373 1.70021 0.376
H -4.83483 3.41822 0.28797 0.399
H -1.97237 2.88814 1.97023 0.670
H 1.98558 3.62271 1.20104 0.546
H 2.80993 3.50838 3.80686 0.457
H 0.97082 1.86317 4.98062 0.514
H 5.24636 0.85060 -2.83049 0.520
H 3.79796 -1.28442 -1.96115 0.572
H 4.37843 -2.41825 0.46531 0.574
H 4.26789 -0.27957 2.19900 0.700
C -1.37280 4.70059 -3.17483 -0.903
N -1.24644 4.08922 -1.82058 0.634
C -0.76705 5.14197 -0.89477 -0.660
C -1.89974 1.98726 -2.05241 -0.527
S -2.14806 0.39443 -1.26722 0.454
N -2.24191 1.96407 -3.49518 0.422
C -1.45487 0.97376 -4.22848 -0.945
C -3.66903 1.72915 -3.71388 -0.865
H -0.39735 5.07750 -3.47980 0.350
H -2.08325 5.52562 -3.11522 0.344
H -1.72038 3.93954 -3.86436 0.300
H -1.60666 5.78598 -0.63980 0.383
H -0.00006 5.73038 -1.39582 0.431
H -0.36474 4.70103 0.00814 0.110
H -0.39359 1.08551 -3.99979 0.252
H -1.59775 1.14228 -5.29755 0.390
H -1.74061 -0.05019 -3.97350 0.295
H -4.24772 2.63662 -3.51968 0.245
H -4.04330 0.92000 -3.07915 0.211
H -3.81841 1.46105 -4.75999 0.413
```

Computed properties:
Energy above the lowest of the compared OMol25 structures with the same formula, charge and spin: 653.5 kJ/mol
HOMO energy (spin up / spin down): -6.0 / -5.8 eV
Kohn-Sham gap (spin up / spin down): 5.1 / 4.9 eV
E: -3591.5071 a.u.
Lowest unoccupied orbital energy (spin up / spin down): -0.880 / -0.865 eV


# 2
This record from OMol25 describes a structure of composition C57H46N9NaO5S. The level of theory is wB97M-V/def2-TZVPD.

```
119
Properties=species:S:1:pos:R:3:mulliken_charge:R:1
Na -0.81035 0.47318 -0.84696 1.421
C 7.19847 1.44030 0.89837 -0.452
C 6.12580 1.88804 1.65130 -0.878
C 4.85080 1.41532 1.40092 0.214
C 4.61745 0.50629 0.36998 -0.060
C 5.70478 0.06196 -0.37827 0.038
C 6.98410 0.51349 -0.10877 -0.817
C 3.25575 0.00681 0.08984 -0.216
C 2.42669 0.87508 -0.85507 1.247
C 3.26257 1.41350 -1.97880 -1.399
C 2.67665 1.05623 -3.12075 -1.712
C 1.43666 0.33938 -2.78402 0.482
C 0.47321 -0.00400 -3.76800 0.547
C 0.85909 0.15793 -5.16899 0.196
C 2.03193 -0.45724 -5.63292 -0.430
C 2.43530 -0.34542 -6.94709 -0.830
C 1.66337 0.36452 -7.85638 -0.380
C 0.49749 0.97555 -7.42216 -0.789
C 0.10949 0.88619 -6.09905 -0.393
C -0.80639 -0.50552 -3.45348 0.623
N -1.11822 -1.02942 -2.26699 -0.573
C -2.42825 -1.38115 -2.29246 0.590
C -3.05148 -2.14789 -1.32585 1.117
C -4.51651 -2.30567 -1.36837 -0.383
C -5.18973 -3.02442 -2.35123 -0.121
C -6.57375 -3.05807 -2.37180 -0.730
C -7.30397 -2.36548 -1.41963 -0.341
C -6.64164 -1.66724 -0.42016 -0.778
C -5.26043 -1.64690 -0.38870 -0.367
C -2.36313 -2.86577 -0.30059 -0.275
C -2.56819 -4.19259 0.05575 -1.180
C -1.55463 -4.55743 0.94027 -1.052
C -0.73912 -3.44809 1.16307 -0.495
N -1.24512 -2.43181 0.38172 -0.150
C 0.44391 -3.41571 1.96235 1.215
C 1.50950 -2.53846 1.73423 0.354
C 2.69303 -2.43404 2.59520 -1.475
C 3.51120 -1.54843 2.00657 -1.490
C 2.78752 -1.04290 0.83382 0.872
N 1.60571 -1.68479 0.71047 -0.238
C 0.51688 -4.41866 3.01631 0.072
C 1.66073 -5.19669 3.24481 -0.503
C 1.70070 -6.13761 4.25445 -0.724
C 0.59791 -6.35034 5.06672 -0.411
C -0.54798 -5.59695 4.84883 -0.765
C -0.59112 -4.65478 3.84376 -0.280
C -2.99373 -1.03296 -3.58038 -1.619
C -1.96874 -0.56851 -4.32924 -1.153
N 1.30145 0.25347 -1.48382 -0.209
H 8.19978 1.79920 1.10202 0.350
H 6.28106 2.61015 2.44215 0.424
H 4.02274 1.75425 2.00449 0.450
H 5.53206 -0.65669 -1.16682 0.429
H 7.82511 0.14594 -0.68424 0.382
H 4.18829 1.94897 -1.84609 0.713
H 3.01940 1.28134 -4.11512 0.545
H 2.61916 -1.03930 -4.93606 0.541
H 3.35248 -0.82411 -7.27455 0.368
H 1.97093 0.44637 -8.89115 0.351
H -0.10716 1.53848 -8.12547 0.355
H -0.76930 1.41848 -5.76708 0.553
H -4.61351 -3.56005 -3.09369 0.500
H -7.08903 -3.62173 -3.14102 0.360
H -8.38682 -2.37600 -1.45008 0.357
H -7.20925 -1.12545 0.32671 0.400
H -4.73249 -1.09716 0.37890 0.504
H -3.33779 -4.83611 -0.33540 0.552
H -1.39231 -5.53552 1.35520 0.609
H 2.84310 -2.95174 3.52612 0.664
H 4.47052 -1.18983 2.33778 0.433
H 2.51848 -5.07455 2.59989 0.567
H 2.59967 -6.72428 4.40617 0.350
H 0.63088 -7.08801 5.86012 0.364
H -1.41311 -5.74769 5.48270 0.362
H -1.48738 -4.06860 3.69629 0.450
H -4.01217 -1.20105 -3.88813 0.595
H -2.01108 -0.31032 -5.37259 0.590
O -1.92711 -0.62189 1.55997 -0.393
O -1.01260 -1.13605 0.55642 1.261
N 2.54663 3.01221 0.47031 -0.571
C 2.00060 1.89240 0.20227 -0.627
H 3.26627 3.28490 -0.19414 0.479
C 1.68569 3.69386 3.23977 -0.870
N 0.91484 2.53321 3.56446 0.622
C 0.36612 2.27695 4.79297 -0.277
C -0.36746 1.13773 4.66194 -1.318
N -0.29137 0.69410 3.38400 -0.637
C 0.47926 1.55819 2.74606 -0.055
S 0.70205 1.14817 1.07183 1.152
H 1.07818 4.57791 3.43008 0.358
H 1.95865 3.65572 2.18286 0.270
H 2.59503 3.72268 3.84608 0.332
H 0.54106 2.91736 5.63244 0.475
H -0.93597 0.60156 5.39634 0.492
H -1.32886 -0.22409 2.24438 0.447
C -5.08194 4.77021 -1.02673 -1.357
C -3.95160 3.85427 -0.57724 -1.075
C -2.55258 4.51858 -0.53213 2.638
C -1.99051 4.85365 -1.91990 -0.793
C -0.56048 5.37811 -1.81574 -1.135
C -2.65516 5.75934 0.31841 -0.629
O -2.89728 6.87956 -0.10387 -0.691
N -2.51453 5.51182 1.64241 0.029
C -1.69750 4.45133 2.18636 -0.037
O -1.37903 4.59332 3.35360 -0.731
N -1.35951 3.45424 1.39385 0.247
C -1.70608 3.38964 0.11788 -1.301
O -1.44324 2.42113 -0.59454 -0.572
H -6.01500 4.21198 -1.07751 0.438
H -4.87311 5.18953 -2.00640 0.320
H -5.21443 5.59015 -0.32523 0.270
H -3.87429 2.98713 -1.23745 0.278
H -4.17275 3.48313 0.42803 0.466
H -2.61476 5.61525 -2.39289 0.478
H -2.00496 3.94751 -2.52933 0.347
H -0.53460 6.28780 -1.21838 0.325
H -0.16440 5.60582 -2.80449 0.472
H 0.07605 4.63441 -1.34263 0.065
H -2.60738 6.30363 2.26948 0.374
```

Computed properties:
Energy above the lowest of the compared OMol25 structures with the same formula, charge and spin: 0.0 kJ/mol
HOMO energy: -0.7 eV
Total charge: -2
Kohn-Sham gap: 4.4 eV
E: -3629.1414 a.u.
Lowest unoccupied orbital energy: 3.633 eV